The following is a DFT calculation (ωB97M-V/def2-TZVPD) of one molecule with the formula C6H7B at a distorted geometry.

**Orbital gap**: 7.429 eV
**HOMO level**: -8.3 eV
**Energy above the lowest of the compared OMol25 structures with the same formula, charge and spin**: 45.1 kJ/mol

Each line ends with the Mulliken charge.
Positions of all 14 atoms, in Å:
C: 0.23107 -2.19444 -1.50274  -0.6929
C: 0.10773 -1.68440 -0.26319  -0.2831
C: -0.00128 -0.27874 0.07634  0.1152
C: -0.67705 0.75420 -0.43648  -0.1564
C: -0.54221 2.06294 0.21313  -0.2435
C: 0.33728 2.00356 1.17421  -0.6261
B: 0.66393 0.25224 1.37651  0.1253
H: 0.52000 -3.17864 -1.66840  0.3278
H: -0.09901 -1.52241 -2.40908  0.1606
H: 0.32192 -2.37993 0.65991  0.1566
H: -1.18793 0.84982 -1.29000  0.4865
H: -1.14705 2.90406 -0.15831  0.3527
H: 0.58205 2.82041 1.89236  0.3279
H: 0.89053 -0.40868 2.33574  -0.0505

=====

The following is a DFT calculation (ωB97M-V/def2-TZVPD) of a 2-piece molecular cluster, C4H5BrN2O overall at a distorted geometry.

**Orbital gap**: 9.248 eV
**HOMO level**: -8.6 eV
**Energy above the lowest of the compared OMol25 structures with the same formula, charge and spin**: 250.9 kJ/mol

Each line ends with the Mulliken charge.
Positions of all 13 atoms, in Å:
N: 2.30558 -0.77788 -0.61288  -0.4830
C: 1.15146 -0.49903 -0.51654  0.6811
C: -0.16858 -0.53264 -0.55368  -0.9813
C: -1.29276 -1.42549 0.15048  -0.4643
Br: -2.71967 -0.07544 0.32914  -0.2050
H: 3.12287 -0.10183 -0.64708  0.3182
H: -0.49997 -0.24895 -1.52917  0.3752
H: -1.48966 -2.10286 -0.60202  0.3298
H: -1.17039 -1.83887 1.09928  0.4091
N: -0.07927 1.88627 1.31829  -0.4232
C: 0.47831 1.76465 0.26258  0.6202
O: 1.29254 2.01406 -0.51961  -0.4493
H: -0.93046 1.93801 1.82119  0.2723

=====

The following is a DFT calculation (ωB97M-V/def2-TZVPD) of one molecule with the formula C2H5NO at a distorted geometry.

**Orbital gap**: 10.703 eV
**HOMO level**: -9.5 eV
**Energy above the lowest of the compared OMol25 structures with the same formula, charge and spin**: 308.9 kJ/mol

Each line ends with the Mulliken charge.
Positions of all 9 atoms, in Å:
C: 1.25233 0.41440 -1.35315  -0.3277
N: 0.46230 -0.35381 -0.67030  -0.4045
O: -0.36428 0.43297 0.03989  -0.0988
C: -1.02412 -0.28702 1.06392  -0.5086
H: 1.22385 1.49865 -1.37196  0.2971
H: 1.92954 -0.21138 -1.88345  0.2962
H: -0.58083 0.03434 2.04069  0.2292
H: -0.79937 -1.37285 1.03480  0.2910
H: -2.09943 -0.15530 1.09957  0.2262

=====

The following is a DFT calculation (ωB97M-V/def2-TZVPD) of one molecule with the formula C3H7NO2.

**Orbital gap**: 11.347 eV
**HOMO level**: -10.4 eV
**Energy above the lowest of the compared OMol25 structures with the same formula, charge and spin**: 14.7 kJ/mol

Each line ends with the Mulliken charge.
Positions of all 13 atoms, in Å:
C: 1.15482 1.63040 0.49412  -1.0948
C: 0.92227 0.38127 -0.32926  -0.1952
O: -0.08749 -0.39541 0.32898  -0.3487
C: -0.90966 -1.10277 -0.47527  0.6509
N: -1.79074 -1.82464 0.27777  -0.4081
O: -0.86214 -1.11419 -1.68622  -0.5961
H: 1.48808 1.37837 1.50539  0.2830
H: 0.23171 2.21325 0.56932  0.2976
H: 1.92051 2.25381 0.02138  0.3649
H: 0.58568 0.61153 -1.34241  0.3252
H: 1.82999 -0.22874 -0.40115  0.2458
H: -2.57896 -2.21308 -0.21307  0.2492
H: -1.90407 -1.58981 1.25041  0.2265

=====

The following is a DFT calculation (ωB97M-V/def2-TZVPD) of one molecule with the formula C26H29N3O5.

**Orbital gap**: 7.864 eV
**HOMO level**: -7.4 eV
**Energy above the lowest of the compared OMol25 structures with the same formula, charge and spin**: 68.7 kJ/mol

Each line ends with the Mulliken charge.
Positions of all 63 atoms, in Å:
C: 6.05134 4.21696 1.82739  -1.5289
C: 4.68056 4.29045 1.22687  0.5835
C: 4.25408 5.45577 0.59943  -0.5907
C: 2.98984 5.52705 0.04376  -0.6312
C: 2.13826 4.44071 0.10633  -0.7175
C: 2.55402 3.26754 0.73160  0.5311
N: 1.65636 2.19497 0.76642  -0.0650
C: 1.80779 0.95251 1.32145  -0.0570
O: 2.79218 0.58261 1.92512  -0.6544
C: 0.63125 0.06623 1.06387  -0.0275
C: 0.20074 -0.07468 -0.24815  -0.1392
C: -0.77713 -0.99788 -0.59921  0.2335
N: -1.14180 -1.09452 -1.94807  -0.0060
C: -2.15635 -1.80662 -2.50663  0.0772
O: -2.95561 -2.46515 -1.87814  -0.6742
C: -2.20410 -1.64656 -4.02880  -0.2755
C: -0.96428 -2.21860 -4.72507  -0.8581
C: -1.02124 -3.71104 -4.84995  -0.5078
C: -2.13041 -4.41665 -4.71429  -0.5587
C: -3.46361 -3.82666 -4.39240  -0.8273
C: -3.47511 -2.30871 -4.57806  0.0545
C: -4.67291 -1.65159 -3.92095  0.2453
O: -4.71461 -0.49224 -3.59795  -0.6007
O: -5.71248 -2.47279 -3.77495  -0.4356
C: -1.32388 -1.79828 0.39960  -1.2668
C: -0.91516 -1.65330 1.70715  -0.4662
C: 0.05997 -0.72006 2.08525  0.8189
N: 0.47654 -0.58152 3.38902  0.0552
C: 0.26661 -1.61465 4.37773  -1.0488
C: -0.93622 -1.28777 5.27089  -0.4001
O: -0.75758 -0.03353 5.89274  -0.4104
C: -0.57736 0.98332 4.93480  -0.7204
C: 0.62844 0.71019 4.02043  -0.3876
C: 3.82601 3.20059 1.29004  -0.3331
H: 6.80882 4.39204 1.06433  0.3320
H: 6.22630 3.24289 2.27561  0.3365
H: 6.17025 4.98153 2.59416  0.3300
H: 4.91573 6.30793 0.54730  0.4280
H: 2.66290 6.43441 -0.44254  0.3737
H: 1.14970 4.49809 -0.32871  0.3884
H: 0.76898 2.37828 0.31725  0.2322
H: 0.67453 0.51367 -1.02435  0.5552
H: -0.59464 -0.51356 -2.56819  0.3002
H: -2.27168 -0.56982 -4.22573  0.5638
H: -0.05518 -1.94027 -4.18496  0.4144
H: -0.88409 -1.78383 -5.72787  0.4125
H: -0.08313 -4.19553 -5.08145  0.4165
H: -2.10638 -5.49312 -4.80859  0.4019
H: -3.70772 -4.06246 -3.35348  0.3065
H: -4.23460 -4.28086 -5.01781  0.5159
H: -3.53828 -2.07890 -5.64890  0.6218
H: -6.44043 -2.01211 -3.32858  0.3807
H: -2.08101 -2.52044 0.14586  0.5740
H: -1.37859 -2.27732 2.45478  0.3377
H: 0.15115 -2.58407 3.89602  0.5684
H: 1.16358 -1.64456 5.00850  0.3583
H: -1.03636 -2.01583 6.07744  0.3744
H: -1.86032 -1.27689 4.67166  0.3026
H: -0.43132 1.90734 5.49650  0.3874
H: -1.48446 1.07411 4.31430  0.3216
H: 0.68931 1.50266 3.27723  0.2622
H: 1.55117 0.70992 4.61052  0.2906
H: 4.14159 2.29063 1.77242  0.5020

=====

The following is a DFT calculation (ωB97M-V/def2-TZVPD) of a 3-piece molecular cluster, C2H7O4 overall at a distorted geometry.

**Orbital gap**: 8.684 eV
**HOMO level**: -4.8 eV
**Total charge**: -1
**Energy above the lowest of the compared OMol25 structures with the same formula, charge and spin**: 83.1 kJ/mol

Each line ends with the Mulliken charge.
Positions of all 13 atoms, in Å:
O: -2.36878 -0.83420 1.93459  -0.6430
C: -1.51215 -0.46091 1.14728  0.4629
O: -1.16691 0.73192 0.74279  -0.7729
C: -0.97501 -1.64308 0.22866  -0.8100
H: -0.98706 -2.46515 0.94909  0.2790
H: -1.62129 -1.81240 -0.59220  0.2219
H: 0.06159 -1.68986 -0.18987  0.2703
H: 1.41195 2.04837 -2.91421  0.3021
H: 1.76352 1.42696 -1.61882  0.3804
O: 2.20607 1.75904 -2.46105  -0.6819
H: 0.30022 1.21201 0.75506  0.4787
H: 1.55938 0.40269 1.20085  0.2601
O: 1.32847 1.32462 0.81784  -0.7478

=====

The following is a DFT calculation (ωB97M-V/def2-TZVPD) of C4H5HgNaO3 as an isolated structure at a distorted geometry.

**2S+1**: 2
**Orbital gap (alpha / beta)**: 8.095 / 6.871 eV
**HOMO level (alpha / beta)**: -12.0 / -12.5 eV
**Total charge**: +1

Each line ends with the Mulliken charge.
Positions of all 14 atoms, in Å:
Hg: 0.33951 2.65640 -1.03182  0.6756
O: 0.09803 0.24993 -1.25469  -0.3097
C: 0.37214 -0.60876 -2.38032  -0.6409
H: 1.36070 -1.06687 -2.26933  0.3308
H: -0.39560 -1.38876 -2.42034  0.2854
H: 0.33333 0.04277 -3.25595  0.2379
C: -0.94647 0.55436 2.41119  -1.1451
C: -0.30313 0.64095 1.23456  0.5969
O: 0.57253 1.52188 0.77139  -0.8143
C: 0.19248 -0.28255 -0.03639  0.9203
O: 0.26236 -1.48172 0.15159  -0.7376
Na: 0.58840 -1.92238 2.39627  0.9301
H: -1.54691 -0.33679 2.60882  0.4191
H: -0.92739 1.42155 3.07502  0.2515

=====

The following is a DFT calculation (ωB97M-V/def2-TZVPD) of one molecule with the formula C5H11NO at a distorted geometry.

**Orbital gap**: 10.383 eV
**HOMO level**: -9.5 eV
**Energy above the lowest of the compared OMol25 structures with the same formula, charge and spin**: 75.4 kJ/mol

Each line ends with the Mulliken charge.
Positions of all 18 atoms, in Å:
C: -0.09382 -1.46575 -1.97829  -0.8917
N: 0.80386 -0.40746 -1.49216  -0.1919
C: 0.92910 -0.13029 -0.14232  0.1383
O: 2.02961 0.04689 0.34359  -0.6291
C: -0.34014 0.14396 0.63850  0.5802
C: -0.01048 0.18207 2.16713  -1.4501
C: -0.71720 1.57892 0.20127  -1.4021
H: -1.09053 -1.07598 -2.17169  0.2738
H: -0.31577 -2.18188 -1.21297  0.3119
H: 0.37251 -1.93060 -2.83638  0.3422
H: 1.72443 -0.52359 -1.89240  0.2973
H: -1.12197 -0.58986 0.52750  0.4643
H: 0.50586 1.10388 2.41447  0.3175
H: -0.98526 -0.00787 2.60650  0.4118
H: 0.72579 -0.58608 2.40377  0.3406
H: -1.69805 1.79633 0.63085  0.3484
H: -0.67505 1.74831 -0.87207  0.3841
H: -0.04288 2.29899 0.66470  0.3546

=====

The following is a DFT calculation (ωB97M-V/def2-TZVPD) of a 2-piece molecular cluster, C4H13NO2 overall at a distorted geometry.

**Orbital gap**: 10.330 eV
**HOMO level**: -9.5 eV
**Energy above the lowest of the compared OMol25 structures with the same formula, charge and spin**: 92.5 kJ/mol

Each line ends with the Mulliken charge.
Positions of all 20 atoms, in Å:
C: 0.19678 -0.56511 -2.05785  -1.4514
C: 0.86609 -0.72020 -0.68921  0.6830
O: 1.71732 -1.87183 -0.67770  -0.5741
C: -0.11502 -0.71298 0.47740  -0.9847
C: 0.42605 0.00348 1.76293  -0.3875
N: -0.52157 1.01433 2.23125  -0.5421
H: -0.87477 -0.70038 -2.05062  0.3233
H: 0.56410 -1.29919 -2.75925  0.4178
H: 0.40929 0.40315 -2.49813  0.3175
H: 1.56115 0.08436 -0.58856  0.1969
H: 1.48143 -2.55789 -0.05081  0.2938
H: -1.03565 -0.18964 0.24164  0.3518
H: -0.34907 -1.73192 0.77861  0.4145
H: 0.59506 -0.75704 2.51420  0.2912
H: 1.36061 0.50385 1.49609  0.2743
H: -0.18339 1.94339 2.03082  0.2183
H: -0.73627 0.97214 3.21531  0.2020
O: -1.57276 2.17171 -1.44080  -0.6569
H: -2.38932 2.56694 -1.11701  0.2858
H: -1.40006 1.44281 -0.81830  0.3264